{"formula": "C2H10NO", "method": "ωB97M-V/def2-TZVPD", "symbols": ["C", "C", "N", "H", "H", "H", "H", "H", "H", "H", "H", "O", "H", "H"], "coordinates": [[0.0000, 0.0000, 0.0000], [1.3042, -0.5421, 2.0203], [1.2130, -0.5525, 0.5448], [-0.0430, 1.0718, 0.2570], [-0.9716, -0.4602, 0.2467], [0.1686, -0.0949, -1.0859], [2.0154, -1.3060, 2.3770], [0.3064, -0.7712, 2.4310], [1.6242, 0.4420, 2.4019], [1.3015, -1.5497, 0.2558], [2.0427, -0.0437, 0.1726], [-1.0885, 0.2079, 6.4524], [-1.2105, 0.0461, 5.4895], [-1.4237, 1.1220, 6.5948]], "atomic_forces_ev_per_a": [[-1.03, 1.62, -2.02], [-0.11, -0.03, 1.65], [1.55, -1.54, 0.76], [-0.03, -0.47, -0.10], [0.91, -0.29, 0.37], [-0.63, 0.33, 0.28], [-0.27, 0.38, -0.32], [0.48, 0.06, -0.22], [-0.19, -0.38, -0.41], [0.06, 0.82, -0.02], [-0.72, -0.51, 0.04], [-0.35, 0.74, -0.99], [0.01, 0.23, 1.12], [0.32, -0.96, -0.13]], "multiplicity": 1, "total_charge": 1, "homo_lumo_gap_ha": 0.369, "e_tot_ev": -5766.5083}

---

{"formula": "C2H10NO", "method": "ωB97M-V/def2-TZVPD", "symbols": ["C", "N", "C", "H", "H", "H", "H", "H", "H", "H", "H", "H", "H", "O"], "coordinates": [[0.1133, 2.0996, -1.7522], [-0.6076, 1.0469, -1.1744], [-0.0394, -2.7436, 1.5443], [0.6680, 2.6630, -0.9725], [0.8384, 1.7414, -2.4918], [-0.4917, 2.8617, -2.2556], [-0.9512, -2.1574, 1.5644], [0.9629, 0.9865, 1.1633], [0.7953, -2.0726, 1.3134], [-0.0478, -3.4940, 0.7569], [0.1001, -3.2177, 2.5089], [-1.5628, 1.3195, -0.8878], [-0.1119, 0.6463, -0.1407], [0.3345, 0.3204, 0.8237]], "atomic_forces_ev_per_a": [[-0.36, 0.25, -1.30], [-0.19, 1.32, -0.40], [0.30, 0.19, -0.23], [0.06, -0.04, 0.00], [0.37, -0.40, 0.53], [-0.43, 0.02, 0.48], [-0.21, -0.09, -0.10], [-0.13, 0.02, -0.04], [0.03, -0.06, 0.24], [-0.24, -0.04, 0.02], [0.12, -0.01, 0.08], [-0.02, 0.15, -0.07], [1.35, -2.01, 1.49], [-0.65, 0.71, -0.72]], "multiplicity": 1, "total_charge": 1, "homo_lumo_gap_ha": 0.199, "e_tot_ev": -5760.4510}

---

{"formula": "C2H10NO2", "method": "ωB97M-V/def2-TZVPD", "symbols": ["C", "C", "N", "H", "H", "H", "H", "H", "H", "H", "H", "O", "H", "H", "O"], "coordinates": [[-0.7706, -0.5182, 0.0154], [-1.6174, -1.5967, 0.1813], [-0.0565, -0.3485, -1.1893], [-0.8881, 0.2277, 0.8634], [-1.7614, -1.9889, 1.2404], [-2.2928, -1.9541, -0.6489], [-0.2180, 0.6765, -1.4564], [-0.2152, -0.9741, -2.0777], [1.0813, -0.3594, -0.7462], [0.2171, 3.7765, 0.2092], [-0.5993, 2.6316, 1.0049], [0.0813, 2.8369, 0.1644], [1.7914, -0.1577, 1.1993], [2.6705, -1.3062, 0.8872], [1.7859, -1.0173, 0.6693]], "atomic_forces_ev_per_a": [[-4.23, -3.40, 2.52], [0.28, 1.37, 0.36], [2.92, 3.27, -1.45], [1.78, -0.77, -1.35], [-0.61, 1.06, -1.54], [1.64, -0.57, 0.72], [0.59, -1.42, -0.19], [0.18, 1.08, 2.56], [-2.81, -0.80, -1.48], [0.07, 0.78, 0.06], [2.81, 1.17, -3.43], [-2.92, -2.14, 3.33], [-0.39, -1.44, -0.80], [0.65, -0.69, -0.32], [0.04, 2.51, 1.02]], "multiplicity": 1, "total_charge": 1, "homo_lumo_gap_ha": 0.374, "e_tot_ev": -7811.7846}

---

{"formula": "C2H10NO3", "method": "ωB97M-V/def2-TZVPD", "symbols": ["C", "N", "C", "O", "H", "H", "H", "H", "H", "H", "H", "H", "O", "H", "H", "O"], "coordinates": [[-0.0015, -0.6259, 1.5869], [-0.9214, -0.9342, 0.4748], [-0.3350, -0.6593, -0.8435], [0.1848, 0.5994, -1.0302], [-0.2410, 0.3481, 2.0368], [-0.0955, -1.4068, 2.3440], [1.0136, -0.6407, 1.2129], [-1.7103, -0.3027, 0.5536], [0.3954, -1.4647, -1.0627], [-1.1614, -0.8651, -1.5375], [2.5622, -0.7733, -1.1936], [1.8161, 0.4823, -1.0240], [2.7607, 0.1270, -0.9054], [-1.0039, 1.4441, -0.6152], [-1.4540, 2.6314, 0.3374], [-1.8087, 2.0405, -0.3343]], "atomic_forces_ev_per_a": [[-0.71, -0.25, -0.34], [0.20, 0.05, 0.29], [0.00, 0.24, -0.41], [-0.17, -0.45, 0.17], [0.36, -0.14, -0.03], [0.01, 0.05, 0.24], [0.31, 0.25, 0.02], [-0.06, -0.05, -0.02], [0.20, 0.05, 0.26], [-0.23, 0.00, -0.21], [0.45, -0.02, 0.10], [0.06, 0.20, 0.40], [-0.49, -0.22, -0.38], [0.07, 0.53, -0.08], [0.04, -0.12, -0.10], [-0.05, -0.12, 0.11]], "multiplicity": 1, "total_charge": -1, "homo_lumo_gap_ha": 0.308, "e_tot_ev": -9869.5963}

---

{"formula": "C2H10NO3", "method": "ωB97M-V/def2-TZVPD", "symbols": ["C", "N", "C", "O", "H", "H", "H", "H", "H", "H", "H", "H", "O", "H", "H", "O"], "coordinates": [[2.0802, -0.2421, 0.3570], [1.4150, 0.8240, -0.3564], [-0.0349, 0.6849, -0.7136], [-0.8726, 0.2048, 0.2391], [1.7952, -0.2422, 1.4139], [3.1717, -0.0879, 0.2990], [1.9541, -1.1643, -0.2081], [1.4129, 1.6623, 0.1998], [-0.0622, 0.0835, -1.6489], [-0.2813, 1.7074, -1.0298], [-0.0995, -2.4643, -0.4119], [-0.5904, -1.2743, 0.4833], [-0.3832, -2.2893, 0.4830], [-2.4788, 0.8821, 0.6268], [-3.6337, 0.4865, -0.1584], [-3.3923, 1.2289, 0.4252]], "atomic_forces_ev_per_a": [[0.56, 0.51, -0.37], [-0.51, 0.73, -0.66], [0.19, -0.53, 0.07], [0.21, 0.14, 0.29], [-0.12, -0.85, -0.12], [-0.14, 0.26, 0.18], [-0.49, -0.27, 0.58], [0.38, 0.17, 0.35], [0.09, -0.21, 0.06], [-0.19, 0.22, -0.08], [0.03, -0.01, -0.26], [0.00, -0.22, -0.25], [-0.18, -0.02, 0.43], [0.25, 0.53, -0.22], [-0.23, 0.58, 0.20], [0.14, -1.04, -0.18]], "multiplicity": 1, "total_charge": -1, "homo_lumo_gap_ha": 0.301, "e_tot_ev": -9869.3504}

---

{"formula": "C2H10NO3", "method": "ωB97M-V/def2-TZVPD", "symbols": ["C", "N", "C", "O", "H", "H", "H", "H", "H", "H", "H", "H", "O", "H", "H", "O"], "coordinates": [[1.5084, 1.3216, -1.2300], [1.2902, -0.0898, -1.3598], [0.4372, -0.5655, -0.1336], [-0.6751, 0.1913, -0.0624], [2.0126, 1.8012, -2.0798], [2.1806, 1.5020, -0.3750], [0.6046, 1.9190, -1.0319], [0.5780, -0.3841, -2.0170], [1.1303, -0.3522, 0.7365], [0.4772, -1.6575, -0.2193], [-2.6276, -1.7932, 0.3682], [-1.8033, -0.8418, -0.3645], [-2.5135, -1.5959, -0.5736], [-0.0332, 0.3410, 2.0612], [-0.1828, 1.5142, 2.9959], [0.3076, 0.6909, 2.8974]], "atomic_forces_ev_per_a": [[-0.03, 1.11, 0.01], [-0.51, -1.78, 1.31], [2.57, 2.36, 0.15], [-0.72, -1.49, 0.68], [-0.04, -0.42, -0.19], [-0.15, -0.22, -0.09], [0.01, -0.24, -0.03], [0.23, 0.91, -0.93], [-0.16, -0.25, -0.41], [-1.00, -0.25, -0.26], [-0.44, -0.46, -0.31], [-0.35, -0.16, -0.94], [0.78, 0.80, 1.17], [-0.15, 0.02, -0.46], [0.08, -0.11, -0.04], [-0.13, 0.20, 0.34]], "multiplicity": 1, "total_charge": -1, "homo_lumo_gap_ha": 0.294, "e_tot_ev": -9868.9540}

---

{"formula": "C2H10NO3", "method": "ωB97M-V/def2-TZVPD", "symbols": ["O", "C", "C", "N", "H", "H", "H", "H", "H", "H", "H", "H", "O", "H", "H", "O"], "coordinates": [[-0.4825, 2.2190, -1.5789], [-0.4790, 0.9967, -1.6954], [-1.1277, 0.2259, -0.5000], [-0.1138, 0.4109, 0.5295], [-0.0026, 0.4695, -2.6184], [-1.3606, -0.7510, -0.5773], [-2.0237, 0.9299, -0.2476], [0.7791, 0.2121, 0.0662], [-0.2585, -0.3816, 1.2922], [0.0135, 1.3137, 1.0987], [-1.2897, -2.3458, 2.9166], [-0.0114, -1.4441, 2.9653], [-0.5739, -1.8714, 2.3998], [2.4390, -0.8650, -1.5487], [2.2009, 0.9100, -1.5068], [2.2909, -0.0287, -0.9952]], "atomic_forces_ev_per_a": [[0.43, -2.45, -0.46], [-0.40, 1.46, -0.99], [-1.01, 6.32, -0.52], [0.91, -1.38, 4.20], [-0.86, 0.65, 1.44], [-0.74, -3.21, -0.47], [1.30, -1.77, -0.38], [0.88, -0.20, 0.22], [0.16, 1.41, -1.49], [-0.83, -1.23, -1.64], [1.39, 0.99, -0.77], [2.10, 1.19, 2.89], [-3.26, -1.95, -2.07], [-0.21, 2.41, 0.49], [0.82, -3.95, 1.03], [-0.69, 1.71, -1.50]], "multiplicity": 1, "total_charge": 1, "homo_lumo_gap_ha": 0.399, "e_tot_ev": -9860.6091}

---

{"formula": "C2H10NS2", "method": "ωB97M-V/def2-TZVPD", "symbols": ["C", "N", "H", "H", "H", "H", "H", "H", "C", "S", "S", "H", "H", "H", "H"], "coordinates": [[-2.6914, 1.8652, -1.0838], [-1.9416, 0.7449, -0.4066], [-3.2109, 2.2412, -0.1995], [-3.3111, 1.4545, -1.8850], [-2.0370, 2.6909, -1.4996], [-0.8920, 1.0302, -0.7461], [-2.0330, 0.9205, 0.5845], [-2.1357, -0.2137, -0.7096], [1.5056, -2.2936, 0.3693], [0.7385, -0.8363, 1.1642], [0.9585, 0.5995, -0.4483], [0.9219, -3.2009, 0.5556], [1.8530, -2.2395, -0.6719], [2.3316, -2.3344, 1.0931], [2.2980, 0.4097, -0.3259]], "atomic_forces_ev_per_a": [[-0.48, 0.60, 0.21], [3.20, 1.86, -2.22], [-0.81, 0.62, -1.03], [-0.13, 0.31, 0.41], [-0.42, -1.31, 0.61], [-2.44, -1.52, 1.40], [0.35, -0.81, 0.31], [-0.11, 0.31, 0.31], [0.60, -0.38, 1.49], [-0.74, 0.99, -1.77], [1.46, -1.47, 1.51], [-0.22, 0.35, -0.30], [-0.32, 0.38, 0.50], [0.39, -0.65, -0.88], [-0.33, 0.71, -0.54]], "multiplicity": 1, "total_charge": 1, "homo_lumo_gap_ha": 0.337, "e_tot_ev": -25388.7819}

---

Energy above the lowest of the compared OMol25 structures with the same formula, charge and spin readings, ordered: 27.1 166.8 74.4 4.0 9.7 18.8 46.5 40.0 kcal per mole